55
Properties=species:S:1:pos:R:3:lowdin_charge:R:1 method="wB97M-V/def2-TZVPD" charge=0 homo_energy_ev=-7.521 total_energy_ha=-1174.05977 orbital_gap_ev=8.244 relative_energy_ev=0.602 fmax_ev_per_a=0.45
C 3.6298 -0.1790 2.9023 -0.07
C 2.8768 1.1452 2.7609 -0.18
C 1.8449 1.0830 1.6597 -0.14
C 0.7223 0.3511 1.7742 -0.12
C 0.3312 -0.3231 3.0319 -0.22
C 0.1998 -1.7067 3.0681 -0.02
C -0.1898 -2.3511 4.2269 -0.02
C -0.4743 -1.6160 5.3712 -0.32
O -0.8630 -2.2067 6.5350 0.05
C -0.3709 -0.2288 5.3375 0.00
C 0.0277 0.4054 4.1790 -0.03
C -0.2044 0.1087 0.6555 -0.20
C 0.2563 -0.2176 -0.6151 -0.02
C -0.6194 -0.4602 -1.6575 0.00
C -1.9916 -0.3836 -1.4466 -0.26
O -2.9455 -0.5889 -2.3981 -0.05
C -2.5398 -0.8712 -3.7181 -0.20
C -3.8161 -1.0111 -4.5677 -0.22
N -3.6067 -1.1089 -5.9930 -0.14
C -2.9282 -2.3102 -6.4357 -0.14
C -2.4631 -0.0808 -0.1681 0.01
C -1.5834 0.1524 0.8646 -0.01
C 2.1392 1.8631 0.4464 -0.20
C 1.1642 2.6931 -0.1065 -0.03
C 1.4355 3.4507 -1.2289 -0.08
C 2.6865 3.3971 -1.8218 -0.09
C 3.6669 2.5871 -1.2753 -0.08
C 3.3991 1.8331 -0.1475 -0.04
H 4.3931 -0.0966 3.6732 0.07
H 2.9424 -0.9746 3.1792 0.07
H 4.1123 -0.4548 1.9673 0.07
H 2.3957 1.3698 3.7134 0.10
H 3.5847 1.9480 2.5459 0.11
H 0.4136 -2.2831 2.1795 0.13
H -0.2793 -3.4299 4.2448 0.11
H -0.9021 -3.1634 6.4176 0.10
H -0.6117 0.3307 6.2275 0.12
H 0.0849 1.4842 4.1548 0.12
H 1.3186 -0.2934 -0.7933 0.12
H -0.2181 -0.7109 -2.6273 0.10
H -1.9539 -1.8002 -3.7467 0.12
H -1.9208 -0.0507 -4.1134 0.13
H -4.3650 -1.8972 -4.2397 0.12
H -4.4423 -0.1357 -4.3773 0.12
H -3.1123 -0.2878 -6.3291 0.10
H -1.8874 -2.3973 -6.0937 0.07
H -3.4840 -3.1748 -6.0739 0.08
H -2.9340 -2.3266 -7.5247 0.08
H -3.5298 -0.0349 -0.0139 0.12
H -1.9636 0.3882 1.8481 0.12
H 0.1905 2.7451 0.3578 0.12
H 0.6687 4.0901 -1.6421 0.10
H 2.8977 3.9876 -2.7014 0.10
H 4.6467 2.5430 -1.7292 0.10
H 4.1712 1.1993 0.2633 0.11



57
Properties=species:S:1:pos:R:3:lowdin_charge:R:1 method="wB97M-V/def2-TZVPD" charge=+2 homo_energy_ev="-13.794 / -13.795" total_energy_ha=-4054.70932 orbital_gap_ev="5.253 / 5.289" relative_energy_ev=0.700 fmax_ev_per_a=0.40
Rh 0.7049 0.3308 0.3703 1.10
C 2.1535 4.4017 1.1320 0.00
C 1.6131 3.2893 0.4700 -0.06
N 1.3717 2.1446 1.0789 -0.02
C 1.6638 2.0333 2.4062 -0.15
C 2.2528 3.0759 3.1299 -0.13
C 2.4803 4.2966 2.4555 0.04
C 2.6279 2.8341 4.4746 0.04
C 2.4543 1.5957 5.0357 -0.02
C 1.8461 0.5569 4.3148 0.04
C 1.3901 0.7811 3.0290 -0.17
N 0.7546 -0.1224 2.1762 -0.02
C 0.1816 -1.3408 2.5371 -0.17
C -0.1616 -1.7760 3.8041 0.04
C -0.6931 -3.0611 3.9842 -0.02
C -0.8831 -3.8988 2.9163 0.04
C -0.6191 -3.4566 1.5966 -0.13
C -0.8582 -4.2374 0.4436 0.04
C -0.6618 -3.6844 -0.7891 -0.02
C -0.2154 -2.3551 -0.8856 -0.09
N 0.0728 -1.6238 0.1727 -0.01
C -0.1276 -2.1611 1.4135 -0.15
H 2.3188 5.3155 0.5805 0.13
H 1.3831 3.3297 -0.5868 0.12
H 2.9206 5.1298 2.9884 0.14
H 3.0905 3.6315 5.0423 0.14
H 2.7968 1.4044 6.0427 0.13
H 1.7842 -0.4201 4.7672 0.12
H -0.0746 -1.1260 4.6605 0.12
H -0.9570 -3.3842 4.9812 0.13
H -1.2732 -4.8975 3.0669 0.14
H -1.2003 -5.2592 0.5504 0.14
H -0.8702 -4.2330 -1.6960 0.13
H -0.0308 -1.9056 -1.8526 0.12
C -0.0336 2.4944 -4.7031 0.03
N 0.6071 1.7822 -3.5978 -0.10
C 1.9110 1.3560 -3.5657 -0.03
C 2.0944 0.7587 -2.3590 -0.11
N 0.9064 0.8123 -1.6588 -0.11
C 0.0344 1.4386 -2.4353 -0.16
H 0.6306 2.4653 -5.5614 0.10
H -0.2208 3.5297 -4.4284 0.11
H -0.9680 2.0073 -4.9706 0.08
H 2.5808 1.5042 -4.3944 0.14
H 2.9783 0.2945 -1.9580 0.11
H -0.9978 1.6212 -2.1832 0.12
Br -3.4368 -0.8493 -5.9395 0.80
C -3.3461 -1.1122 -4.0795 -0.68
C -3.7902 -2.2846 -3.4938 -0.09
C -3.6833 -2.3988 -2.1167 -0.06
C -3.1420 -1.3470 -1.3931 -0.17
N -2.7110 -0.2177 -1.9534 0.06
C -2.8225 -0.1132 -3.2749 -0.21
H -4.2181 -3.0758 -4.0943 0.12
H -4.0134 -3.2968 -1.6121 0.11
H -3.0957 -1.3933 -0.3101 0.11
H -2.4990 0.8166 -3.7285 0.08



15
Properties=species:S:1:pos:R:3:lowdin_charge:R:1 method="wB97M-V/def2-TZVPD" charge=+1 homo_energy_ev=-14.010 total_energy_ha=-300.31527 orbital_gap_ev=10.635 relative_energy_ev=2.832 fmax_ev_per_a=4.30
C -1.9488 -0.0184 0.0716 -0.08
C 2.8479 -0.2542 -0.0665 -0.06
N -0.8255 0.6449 0.0157 -0.05
N -2.0204 -1.3966 0.2693 0.15
N 1.6827 -0.3632 0.3503 0.00
N -0.4835 1.9174 -0.4214 0.06
H -2.8812 0.4259 -0.1598 0.14
H 3.5948 -1.0305 0.1338 0.09
H 3.1992 0.6792 -0.4552 0.08
H 0.1130 0.1648 0.2742 0.09
H -2.9040 -1.8584 0.2501 0.11
H -1.3562 -1.8996 0.8274 0.11
H 1.6395 -1.3339 0.8546 0.12
H -0.2932 2.6373 0.3029 0.12
H -1.3376 2.4499 -0.8025 0.14



55
Properties=species:S:1:pos:R:3:lowdin_charge:R:1 method="wB97M-V/def2-TZVPD" charge=0 homo_energy_ev=-8.863 total_energy_ha=-1610.16143 orbital_gap_ev=6.720 fmax_ev_per_a=2.92
O 2.0167 -0.3435 4.5471 0.10
N 1.7643 -0.1132 3.3549 -0.28
O 0.7683 0.5856 3.0023 0.02
C 2.5727 -0.6569 2.2989 -0.11
C 3.4857 -1.7067 2.5501 0.11
C 3.9997 -2.4466 1.4981 -0.05
N 5.0370 -3.4372 1.7608 -0.31
O 5.5705 -4.0821 0.8450 0.10
O 5.3649 -3.5703 2.9669 0.05
C 3.5101 -2.1957 0.1631 -0.19
N 3.4902 -2.8913 -0.9818 0.09
N 2.7484 -2.1736 -1.8601 0.02
N 2.2713 -1.0805 -1.3149 0.07
N 2.7213 -1.0626 -0.0203 0.00
C 2.2443 -0.2879 0.9945 0.08
H 3.7329 -1.9751 3.5709 0.14
H 1.7324 0.6412 0.7451 0.15
O -2.8065 0.1646 0.2405 -0.01
C -1.6565 0.6289 -0.4519 -0.38
C -2.2343 1.0697 -1.8011 -0.16
C -3.4907 1.6621 -1.7569 -0.01
C -4.1319 2.0102 -2.9489 -0.07
C -3.4988 1.7930 -4.1768 -0.09
C -2.2212 1.2271 -4.2105 -0.07
C -1.5803 0.8605 -3.0180 -0.04
C -1.0431 1.8371 0.2778 -0.15
C -1.2488 1.9981 1.6422 -0.05
C -0.7374 3.1173 2.3019 -0.08
C -0.1011 4.1269 1.5815 -0.09
C 0.0920 3.9759 0.2027 -0.07
C -0.3621 2.8230 -0.4493 -0.02
C -0.6303 -0.5050 -0.5365 -0.29
C -1.1658 -1.7574 -1.2547 -0.10
C -0.7663 -2.9346 -0.3659 -0.14
C -0.3983 -2.3507 1.0067 -0.18
N -0.2283 -0.9425 0.7618 -0.03
H -2.5419 -0.3306 1.0367 0.10
H -3.9766 1.8269 -0.7943 0.13
H -5.1236 2.4565 -2.8912 0.10
H -4.0066 2.0670 -5.1034 0.10
H -1.7151 1.0639 -5.1630 0.10
H -0.5806 0.4142 -3.0265 0.11
H -1.8290 1.2583 2.1967 0.12
H -0.8445 3.1696 3.3844 0.11
H 0.2642 5.0129 2.1040 0.10
H 0.6053 4.7477 -0.3730 0.10
H -0.2104 2.6829 -1.5231 0.12
H 0.2819 -0.1451 -1.0361 0.10
H -2.2546 -1.6848 -1.3698 0.13
H -0.7230 -1.8160 -2.2522 0.11
H -1.5491 -3.6938 -0.2901 0.11
H 0.1241 -3.4142 -0.7884 0.10
H -1.1958 -2.5220 1.7558 0.12
H 0.5273 -2.7896 1.4133 0.11
H -0.0728 -0.3120 1.5549 0.08



22
Properties=species:S:1:pos:R:3:lowdin_charge:R:1 method="wB97M-V/def2-TZVPD" charge=+1 homo_energy_ev=-13.259 total_energy_ha=-403.87058 orbital_gap_ev=10.127 relative_energy_ev=1.926 fmax_ev_per_a=1.21
C 0.7975 2.0614 -0.8400 -0.18
O 1.3658 1.7796 0.4647 -0.09
C 0.1851 0.7521 -1.2668 -0.17
C 1.2284 -0.3189 -1.6010 -0.12
C 1.2581 -1.3607 -0.5078 -0.30
C 1.3529 -2.6609 -0.6926 0.12
N 1.2453 -0.7683 0.8401 0.23
H 0.1054 2.8786 -0.7878 0.13
H 1.6161 2.2817 -1.5294 0.13
H 1.8043 2.5268 0.9037 0.14
H -0.4189 0.9570 -2.1360 0.12
H -0.5985 0.4330 -0.5652 0.13
H 1.0777 -0.7434 -2.5915 0.13
H 2.2323 0.1205 -1.6376 0.13
H 1.4058 -3.0598 -1.6812 0.08
H 1.2745 -3.4115 0.0981 0.09
H 0.5034 -1.0973 1.4309 0.17
H 1.2708 0.2826 0.7780 0.08
H 2.1363 -0.8936 1.3200 0.18
H -6.8683 0.8374 3.2852 0.03
H -6.1832 -0.5088 3.6698 0.03
O -6.7908 -0.0875 3.0465 -0.06



7
Properties=species:S:1:pos:R:3:lowdin_charge:R:1 method="wB97M-V/def2-TZVPD" charge=0 homo_energy_ev=-9.970 total_energy_ha=-542.02712 orbital_gap_ev=9.017 relative_energy_ev=5.425 fmax_ev_per_a=6.96
C -0.0511 -0.0886 0.5102 -0.61
N -0.2055 0.2272 -0.8911 -0.56
O -1.0340 1.0579 -1.0532 0.08
O 0.3642 -0.4015 -1.7303 0.02
I 1.0274 -1.8562 0.8137 0.85
H 0.7047 1.2310 1.1695 0.25
H -0.8056 -0.1697 1.1811 -0.03



26
Properties=species:S:1:pos:R:3:lowdin_charge:R:1 method="wB97M-V/def2-TZVPD" charge=+1 homo_energy_ev=-13.319 total_energy_ha=-4106.82972 orbital_gap_ev=3.792 relative_energy_ev=1.609 fmax_ev_per_a=3.33
Hg 9.0525 -10.5590 17.7010 1.25
C 11.4990 -12.9707 16.8191 -0.15
O 10.4666 -12.2021 17.3335 -0.42
H 11.1705 -14.0158 16.9552 0.11
H 11.5066 -12.8317 15.7261 0.08
H 12.4708 -12.7307 17.2424 0.08
C 10.5346 -12.6478 12.9930 -1.07
Cl 12.0744 -12.5504 12.1050 0.53
Cl 9.1957 -13.2387 12.0231 0.54
H 10.6822 -13.3685 13.7924 -0.01
H 10.2930 -11.6855 13.4326 0.02
C 15.3698 -11.7261 15.9992 -1.02
Cl 16.9619 -11.6486 15.2556 0.55
Cl 14.2160 -10.5991 15.2071 0.46
H 14.9346 -12.7157 15.9237 0.02
H 15.4824 -11.4226 17.0334 0.02
C 8.0548 -15.0715 15.8301 -1.03
Cl 8.7367 -16.6457 16.2536 0.53
Cl 6.4418 -14.8846 16.5562 0.51
H 8.7288 -14.3394 16.2626 -0.02
H 7.9887 -14.9711 14.7525 0.02
C 12.3345 -16.4145 18.6867 -1.06
Cl 13.8340 -15.5620 19.1048 0.51
Cl 12.5318 -18.0792 18.1826 0.55
H 11.6333 -16.3732 19.5139 0.03
H 11.8766 -15.8736 17.8628 -0.02



33
Properties=species:S:1:pos:R:3:lowdin_charge:R:1 method="wB97M-V/def2-TZVPD" charge=-1 homo_energy_ev=-5.974 total_energy_ha=-1654.17484 orbital_gap_ev=8.945 fmax_ev_per_a=1.54
C -2.3487 -2.1107 0.8791 -0.11
C -3.0926 -1.1607 -0.0409 -0.26
C -2.2605 -0.5472 -1.1477 -0.18
C -1.5619 -1.5411 -2.0617 -0.22
O -0.3753 -0.9431 -2.6223 -0.25
S 0.9563 -1.3645 -1.8352 0.45
O 1.2109 -2.7173 -2.1841 -0.30
O 0.6965 -1.1567 -0.4367 -0.30
N 2.1079 -0.4593 -2.4454 -0.28
S 2.0644 1.0857 -1.9625 0.47
O 0.7801 1.6957 -2.1369 -0.30
O 3.1412 1.7364 -2.6063 -0.30
O 2.4567 1.1346 -0.4041 -0.22
C 1.4493 1.6167 0.4744 -0.19
C 2.1061 2.0126 1.8135 -0.42
C 1.1409 1.8356 2.9471 -0.05
O 3.3173 1.3154 2.0190 -0.02
H -1.6895 -1.5940 1.5569 0.07
H -1.7951 -2.8730 0.3574 0.06
H -3.0786 -2.6229 1.4968 0.06
H -3.9897 -1.6343 -0.4193 0.10
H -3.4409 -0.3380 0.5737 0.10
H -1.5105 0.1244 -0.7651 0.10
H -2.9045 0.0556 -1.7771 0.11
H -1.2782 -2.4514 -1.5569 0.09
H -2.2049 -1.8094 -2.8852 0.12
H 0.9775 2.5030 0.0823 0.12
H 0.7139 0.8556 0.6757 0.09
H 2.3461 3.0699 1.7300 0.13
H 0.6875 0.8537 2.9514 0.08
H 0.3971 2.6145 2.9678 0.08
H 1.6881 1.9320 3.8802 0.08
H 3.2930 0.8822 2.8818 0.08